52
Properties=species:S:1:pos:R:3:forces:R:3 method="wB97M-V/def2-TZVPD" de_lowest_kcal_mol=16.08 smiles="CCOC(=O)C1(S(=O)(=O)c2ccc(Cl)cc2)CCN(Cc2ccccc2)CC1" max_force_ev_per_a=1.0 orbital_gap_ev=9.33
C 1.0311 1.8656 -2.5196 -0.24 -0.34 0.05
C -0.0159 0.8493 -2.9545 0.02 0.56 -0.23
O -0.0879 -0.2347 -2.0250 0.19 -0.33 -0.01
C -0.8495 -0.0671 -0.9541 -0.09 0.69 -0.14
O -1.5138 0.9201 -0.7373 0.29 -0.01 -0.02
C -0.8608 -1.2587 -0.0402 -0.92 -0.45 0.03
S -2.5068 -2.0390 -0.3988 -0.30 -0.16 0.15
O -2.6628 -3.1400 0.5128 0.03 0.12 0.40
O -2.5512 -2.3216 -1.8071 0.07 0.35 -0.32
C -3.7653 -0.8108 -0.0257 0.51 -0.40 -0.09
C -4.2180 -0.6768 1.2733 0.01 -0.08 0.03
C -5.1703 0.2830 1.5670 -0.02 0.07 -0.06
C -5.6499 1.0940 0.5471 0.25 -0.27 -0.06
Cl -6.8292 2.2949 0.9091 -0.19 0.20 0.06
C -5.2053 0.9478 -0.7600 -0.01 -0.05 0.07
C -4.2549 -0.0158 -1.0442 -0.06 -0.03 -0.07
C -0.8046 -0.8472 1.4179 0.17 0.31 0.22
C 0.6110 -0.3621 1.7369 -0.26 -0.06 -0.01
N 1.5794 -1.4077 1.4727 -0.02 -0.10 0.08
C 2.9190 -1.0774 1.9501 -0.04 -0.03 0.01
C 3.5410 0.1020 1.2419 0.04 -0.03 0.04
C 4.2726 -0.0798 0.0736 0.02 0.03 0.07
C 4.7566 1.0063 -0.6344 0.05 -0.01 -0.11
C 4.5163 2.2929 -0.1831 0.03 0.06 -0.04
C 3.8043 2.4856 0.9883 -0.03 0.12 0.02
C 3.3211 1.3979 1.6945 0.06 -0.06 -0.01
C 1.5660 -1.8123 0.0784 -0.19 -0.06 -0.06
C 0.1823 -2.3231 -0.3186 0.21 -0.17 -0.17
H 1.1221 2.6419 -3.2735 0.03 0.11 -0.09
H 0.7371 2.3232 -1.5779 0.01 0.07 0.06
H 1.9974 1.3834 -2.3877 0.10 -0.01 0.00
H -1.0001 1.3220 -3.0271 0.13 -0.14 -0.07
H 0.2504 0.3873 -3.9068 -0.08 0.02 0.12
H -3.8372 -1.3381 2.0350 0.01 -0.05 0.15
H -5.5395 0.4046 2.5731 -0.05 0.01 0.07
H -5.5984 1.5820 -1.5387 -0.05 0.05 -0.05
H -3.8942 -0.1712 -2.0481 0.02 0.07 -0.13
H -1.0509 -1.7130 2.0337 0.01 0.00 0.02
H -1.5167 -0.0430 1.6119 0.03 -0.05 0.01
H 0.6734 -0.1019 2.7965 -0.01 0.09 -0.05
H 0.8098 0.5496 1.1444 0.02 0.00 0.10
H 2.8404 -0.8750 3.0216 0.07 -0.03 -0.02
H 3.5383 -1.9678 1.8120 0.03 0.05 0.06
H 4.4712 -1.0813 -0.2809 0.00 -0.12 -0.03
H 5.3227 0.8477 -1.5409 0.05 -0.01 -0.07
H 4.8889 3.1413 -0.7377 0.04 0.07 -0.04
H 3.6237 3.4862 1.3531 -0.01 0.08 0.03
H 2.7729 1.5568 2.6123 -0.07 0.00 0.10
H 2.2946 -2.6171 -0.0452 0.00 0.03 -0.08
H 1.8464 -0.9839 -0.5932 0.04 -0.11 0.04
H 0.1680 -2.5975 -1.3731 0.03 -0.03 0.05
H -0.0748 -3.2016 0.2761 0.07 -0.01 -0.01

***

57
Properties=species:S:1:pos:R:3:forces:R:3 method="wB97M-V/def2-TZVPD" smiles="O=C(Cc1ccc(S(=O)(=O)N2CCOCC2)s1)N1CCN(c2cccc(C(F)(F)F)c2)CC1" max_force_ev_per_a=1.0 orbital_gap_ev=8.62
O -0.8815 -0.4181 -0.0430 -0.24 -0.13 -0.02
C -0.0228 0.2411 0.5070 0.05 0.17 0.19
C -0.3328 1.1089 1.7357 -0.24 -0.15 -0.26
C -1.7813 1.0042 2.0630 -0.40 0.15 -0.19
C -2.3691 0.2954 3.0689 0.15 0.21 -0.19
C -3.7775 0.3434 3.0218 -0.33 0.05 -0.05
C -4.2321 1.0968 1.9838 -0.47 0.22 -0.39
S -5.9057 1.2956 1.4397 -0.03 -0.22 0.11
O -6.0100 2.5336 0.7319 0.31 -0.08 -0.21
O -6.7709 1.0372 2.5494 0.18 -0.27 0.05
N -6.1333 0.0729 0.3404 -0.13 0.80 0.58
C -6.1581 -1.2717 0.8658 -0.15 -0.57 0.13
C -6.8026 -2.1745 -0.1898 -0.01 0.11 0.33
O -6.1079 -2.0987 -1.4127 0.12 -0.16 -0.08
C -6.0794 -0.7793 -1.9073 0.09 0.33 0.06
C -5.4098 0.1669 -0.9072 0.15 -0.02 -0.61
S -2.9605 1.7460 1.0333 0.34 -0.18 0.51
N 1.2532 0.2685 0.0612 0.28 -0.06 -0.27
C 2.3857 0.9350 0.6619 0.28 -0.04 0.30
C 3.4177 -0.1298 1.0757 -0.03 0.33 0.00
N 3.8244 -0.9388 -0.0502 -0.17 -0.26 0.41
C 4.8991 -0.5748 -0.8383 0.50 0.20 -0.17
C 5.3984 -1.4611 -1.8057 -0.07 0.00 -0.04
C 6.5040 -1.1494 -2.5663 -0.04 0.04 -0.01
C 7.1719 0.0538 -2.3972 0.00 0.24 0.16
C 6.6966 0.9297 -1.4364 0.12 -0.08 -0.15
C 7.3603 2.2532 -1.1928 0.10 0.38 0.13
F 7.8030 2.3739 0.0755 -0.02 -0.17 0.13
F 8.4127 2.4849 -1.9846 0.09 -0.19 -0.20
F 6.5105 3.2857 -1.3772 -0.19 -0.04 -0.06
C 5.5808 0.6339 -0.6672 -0.06 -0.11 -0.05
C 2.6741 -1.6004 -0.6335 -0.28 0.14 -0.28
C 1.6304 -0.5609 -1.0675 -0.10 -0.45 -0.17
H 0.2570 0.7638 2.5870 0.03 0.12 -0.01
H -0.0730 2.1446 1.5074 0.16 0.00 0.12
H -1.8182 -0.2440 3.8186 0.16 -0.09 0.12
H -4.4371 -0.1375 3.7201 -0.14 -0.10 0.14
H -5.1385 -1.6286 1.0810 -0.07 0.01 0.00
H -6.7446 -1.2542 1.7838 0.00 -0.22 -0.03
H -7.8487 -1.8673 -0.3325 0.05 -0.05 0.03
H -6.7644 -3.2204 0.1185 -0.05 0.10 0.06
H -7.1036 -0.4304 -2.1032 0.08 0.00 -0.03
H -5.5164 -0.8162 -2.8408 -0.05 0.10 0.06
H -4.3565 -0.1281 -0.7797 -0.08 0.04 -0.02
H -5.4652 1.2022 -1.2427 0.07 -0.08 -0.18
H 2.8301 1.6052 -0.0840 -0.02 0.03 0.11
H 2.0883 1.5239 1.5258 -0.02 0.03 -0.04
H 2.9512 -0.8020 1.8050 0.02 0.09 0.02
H 4.2864 0.3268 1.5474 -0.02 -0.02 0.02
H 4.9273 -2.4209 -1.9467 -0.04 -0.09 0.01
H 6.8608 -1.8571 -3.2985 0.02 -0.09 -0.06
H 8.0369 0.3018 -2.9898 0.08 0.03 -0.04
H 5.2574 1.3685 0.0524 -0.09 0.04 0.07
H 2.2368 -2.2627 0.1204 -0.01 -0.02 -0.09
H 2.9639 -2.1969 -1.4948 -0.01 -0.03 0.06
H 2.0541 0.0754 -1.8530 -0.01 -0.04 0.01
H 0.7288 -1.0486 -1.4395 0.13 0.09 -0.02

***

52
Properties=species:S:1:pos:R:3:forces:R:3 method="wB97M-V/def2-TZVPD" max_force_ev_per_a=2.2 charge=+1 orbital_gap_ev=7.43
F -2.7590 0.4657 4.7193 0.83 1.01 -0.92
C -2.0255 1.4217 4.0544 -0.44 -0.50 0.51
C -1.1187 2.1674 4.8039 0.04 0.41 -0.92
C -0.4000 3.1348 4.0926 0.43 0.42 0.67
F 0.4892 3.9266 4.7920 -1.00 -1.06 -0.96
C -0.5819 3.3756 2.7353 -0.24 0.46 -0.33
C -1.5932 2.6862 2.0284 0.10 -0.63 0.77
C -1.9241 3.0010 0.6172 1.26 1.50 -0.19
C -2.4058 1.9393 -0.2376 -0.86 -0.17 -1.30
C -2.3369 2.0094 -1.6122 0.46 0.60 1.47
C -2.5739 0.9334 -2.5444 -1.07 -1.64 -1.06
C -2.2762 1.0740 -3.9281 0.14 0.28 0.78
C -2.4841 0.0127 -4.7974 0.17 -0.12 -0.84
F -2.1190 0.1592 -6.1191 -0.49 -0.12 1.57
C -3.0338 -1.2071 -4.3966 0.35 0.57 0.14
C -3.3586 -1.3147 -3.0478 -0.41 -0.68 0.49
F -3.8961 -2.5075 -2.6136 0.57 1.38 -0.43
C -3.1706 -0.2924 -2.1221 0.49 0.39 -0.50
C -2.2598 1.6339 2.6950 -0.35 0.31 0.21
H -0.9965 2.0440 5.8710 0.02 -0.11 -0.07
H 0.0256 4.1368 2.2288 -0.26 -0.33 0.35
H -1.2383 3.6958 0.1355 0.45 -0.76 0.08
H -2.7825 1.0131 0.2208 0.29 0.64 -0.20
H -1.9998 2.9529 -2.0534 -0.02 -0.23 0.10
H -1.8541 2.0133 -4.2866 -0.07 -0.33 -0.07
H -3.1627 -2.0293 -5.0966 -0.03 0.19 0.20
H -3.4621 -0.4363 -1.0886 -0.01 -0.17 -0.18
H -3.0131 1.0216 2.1921 0.27 0.25 0.34
C -1.8577 8.8533 -0.5715 0.16 0.02 -0.26
O -2.4190 7.6163 -0.1231 -0.02 -0.07 0.42
C -1.5864 6.7616 0.6421 0.18 0.50 -0.17
C -2.4555 5.8450 1.4827 0.40 0.09 -0.29
N -2.9748 4.7011 0.6946 -1.59 -0.28 0.62
C -4.3447 4.3562 1.1603 -0.41 -0.27 -0.06
C -5.4157 4.7219 0.1332 -0.52 0.00 -0.49
O -4.8527 4.5811 -1.1631 -0.20 0.11 0.30
C -5.7580 4.8953 -2.2146 -0.17 0.16 -0.27
H -2.6962 9.5534 -0.6698 0.27 -0.20 -0.02
H -1.1142 9.2896 0.1231 -0.38 -0.39 -0.08
H -1.3732 8.7287 -1.5556 -0.15 0.02 0.33
H -0.9546 6.1611 -0.0337 0.16 0.11 0.18
H -0.9422 7.3516 1.3167 -0.09 -0.17 -0.25
H -1.8859 5.4672 2.3270 -0.06 -0.05 0.19
H -3.3158 6.4193 1.8464 0.29 -0.03 0.02
H -3.1397 5.0719 -0.2420 0.38 -0.50 -0.50
H -4.3915 3.2816 1.3445 0.02 0.12 0.17
H -4.5689 4.9204 2.0682 0.08 -0.49 0.10
H -6.2657 4.0252 0.2263 0.18 0.17 0.16
H -5.8281 5.7401 0.2895 0.40 -0.27 -0.16
H -5.1830 4.7742 -3.1359 -0.22 0.06 0.09
H -6.6378 4.2223 -2.2446 0.46 0.18 0.19
H -6.1211 5.9387 -2.1477 0.21 -0.38 0.07

***

52
Properties=species:S:1:pos:R:3:forces:R:3 method="wB97M-V/def2-TZVPD" de_lowest_kcal_mol=15.60 multiplicity=5 max_force_ev_per_a=5.4 s_squared=6.088 orbital_gap_ev="5.94 / 5.09"
C -1.5015 -0.2010 -5.2936 -0.25 0.04 -0.43
C -0.4355 0.0838 -4.2780 -0.49 -0.06 0.39
O -1.1447 0.1756 -2.9972 0.11 -0.23 -0.47
C -0.3381 0.3601 -1.9621 2.86 -0.63 0.91
C -0.9837 0.3938 -0.6424 -2.94 1.59 -2.09
C -0.5802 1.2413 0.3607 0.79 -1.50 -0.07
O 0.6443 1.0228 0.8145 -0.92 1.07 0.13
C -1.3786 2.2510 1.0861 0.04 0.04 0.74
C -1.4346 3.5708 0.3020 -0.15 0.27 0.07
C -2.5761 3.6543 -0.7028 0.15 0.26 -0.20
C -2.5967 2.5566 -1.7650 -0.43 0.11 -0.41
C -3.3207 1.2659 -1.3695 -0.59 -0.20 -0.41
C -2.4774 0.1377 -0.7468 -0.13 -0.08 0.62
O 0.8995 0.4488 -2.1616 -1.98 0.90 -1.48
H -1.0355 -0.4101 -6.2582 -0.02 0.01 0.00
H -2.1018 -1.0719 -5.0127 0.11 0.13 0.00
H -2.1645 0.6600 -5.4242 0.03 -0.15 0.06
H 0.2916 -0.7326 -4.2182 -0.05 0.31 0.06
H 0.0703 1.0378 -4.4620 0.03 -0.30 0.07
H -2.3859 1.8525 1.2783 0.20 0.20 -0.07
H -0.8996 2.4397 2.0595 -0.15 -0.21 -0.27
H -1.5530 4.3877 1.0260 0.08 -0.13 -0.13
H -0.4730 3.7368 -0.2059 -0.18 -0.06 0.12
H -3.5368 3.6681 -0.1676 0.14 -0.01 -0.10
H -2.4894 4.6196 -1.2209 -0.06 -0.10 0.18
H -3.1221 2.9545 -2.6478 0.13 -0.05 0.24
H -1.5834 2.3281 -2.1106 -0.20 0.29 0.08
H -4.1451 1.5022 -0.6773 0.17 0.06 -0.25
H -3.7951 0.8555 -2.2741 0.08 0.18 0.25
H -2.6372 -0.7943 -1.3153 0.13 0.34 0.27
H -2.8482 -0.0607 0.2753 0.15 -0.05 -0.39
O 3.2162 -4.4693 6.1819 -0.50 1.17 -2.22
C 3.0753 -3.9399 5.1542 -0.04 -2.34 4.89
Fe 3.3205 -3.2574 3.5610 -1.55 1.82 -1.65
C 4.7535 -2.3973 4.0763 4.36 1.33 2.40
O 5.7254 -2.0213 4.5959 -2.19 -0.41 -1.43
C 4.2679 -4.6637 3.0150 2.06 -3.51 -1.92
O 4.9628 -5.5813 2.8616 -1.35 1.87 0.51
C 1.1382 -0.2038 0.2574 4.07 -0.92 0.76
C 0.3972 -1.4601 0.4700 -0.51 0.23 -1.10
C 0.4607 -2.3102 1.5417 -0.28 -0.98 2.03
C 1.1420 -2.2382 2.7786 -2.61 -0.13 -1.31
C 2.3376 -1.5073 3.0303 1.11 0.32 -0.37
C 3.0362 -0.8060 1.9474 0.16 0.72 0.18
C 2.5416 -0.2302 0.8288 0.37 0.07 0.52
H 1.3603 0.0070 -0.8343 -0.46 -0.78 1.69
H -0.2859 -1.7434 -0.3364 0.47 -0.25 0.35
H -0.2275 -3.1608 1.4529 0.07 0.31 0.24
H 0.6500 -2.7312 3.6316 0.42 -0.21 -0.50
H 2.4702 -1.0855 4.0470 -0.06 -0.04 -0.56
H 4.0984 -0.6080 2.1488 -0.38 0.13 -0.01
H 3.1919 0.4735 0.3015 0.15 -0.45 0.06